{
  "formula": "C3H5N3O4",
  "method": "ωB97M-V/def2-TZVPD",
  "elements": ["O", "O", "O", "O", "N", "N", "N", "C", "C", "C", "H", "H", "H", "H", "H"],
  "xyz": [[-2.110841, 0.366012, 1.331855], [-2.031503, 1.130659, -0.748773], [-2.597823, -1.026243, -0.284196], [0.697847, 1.608840, 0.239561], [0.134502, -0.528282, -0.328431], [2.198490, 0.034944, 0.709471], [0.412089, -2.991832, -0.271178], [0.975594, 0.274767, 0.161327], [-2.193313, 0.176514, 0.036316], [0.302991, -1.839625, -0.405786], [2.484535, -0.937704, 0.783958], [2.793112, 0.633372, 1.266466], [-2.448035, -0.421787, 1.734204], [-2.506910, -1.325523, -1.189412], [-0.204914, 1.865012, 0.122134]],
  "forces_ev_per_angstrom": [[0.13, 0.35, 0.34], [-0.20, -2.21, 1.73], [-0.52, -1.41, 1.00], [2.03, -1.20, 0.42], [-0.56, -1.15, -1.17], [0.12, -1.76, -0.28], [-0.20, 0.88, -0.65], [1.19, 3.24, 1.61], [-0.08, 3.90, -3.42], [0.73, -0.85, 1.34], [-0.28, 0.26, -0.26], [-0.84, 0.59, -0.42], [-0.17, -0.92, 0.90], [0.18, 0.67, -0.46], [-1.53, -0.38, -0.68]],
  "mulliken_charge": [-0.407, -0.633, -0.498, -0.491, -0.427, -0.381, -0.526, 0.620, 0.754, 0.460, 0.218, 0.235, 0.337, 0.348, 0.390],
  "lumo_energy_ha": 0.016,
  "homo_energy_ha": -0.36863,
  "fmax_ev_per_a": 5.2,
  "spin_multiplicity": 1,
  "smiles": "N#C/N=C(\\N)O.O=C(O)O",
  "orbital_gap_ev": 10.48,
  "e_tot_ha": -582.5699
}

***

{
  "formula": "C32H90O16S10",
  "method": "ωB97M-V/def2-TZVPD",
  "elements": ["S", "S", "S", "S", "S", "S", "S", "S", "S", "S", "O", "O", "O", "O", "O", "O", "O", "O", "O", "O", "O", "O", "O", "O", "O", "O", "C", "C", "C", "C", "C", "C", "C", "C", "C", "C", "C", "C", "C", "C", "C", "C", "C", "C", "C", "C", "C", "C", "C", "C", "C", "C", "C", "C", "C", "C", "C", "C", "H", "H", "H", "H", "H", "H", "H", "H", "H", "H", "H", "H", "H", "H", "H", "H", "H", "H", "H", "H", "H", "H", "H", "H", "H", "H", "H", "H", "H", "H", "H", "H", "H", "H", "H", "H", "H", "H", "H", "H", "H", "H", "H", "H", "H", "H", "H", "H", "H", "H", "H", "H", "H", "H", "H", "H", "H", "H", "H", "H", "H", "H", "H", "H", "H", "H", "H", "H", "H", "H", "H", "H", "H", "H", "H", "H", "H", "H", "H", "H", "H", "H", "H", "H", "H", "H", "H", "H", "H", "H"],
  "xyz": [[4.032881, 3.657410, 1.380413], [-3.893439, 2.153730, -1.516863], [-5.441025, -3.657395, -0.441363], [1.040321, -4.807631, -1.637956], [4.535870, -0.615326, 1.540603], [2.283287, -3.752372, 3.501190], [-0.752820, 2.723043, 2.822203], [0.440982, 0.674235, 0.131771], [0.586292, 4.822601, -3.224430], [-2.055404, -2.526876, 3.044583], [-2.234345, -2.694972, -4.657107], [-1.627894, -2.803076, 1.600069], [-6.467054, -3.982098, -1.449221], [-0.457328, 2.883170, -6.275129], [1.768082, -3.475912, -1.512270], [4.983251, 2.555797, 0.912974], [1.699762, -2.413582, 3.776843], [1.491203, 1.469630, -0.570748], [-0.788121, 5.245485, -2.834840], [1.691473, 0.779704, 6.632949], [3.975534, 1.040179, 4.960037], [-2.038992, 2.023071, 2.945175], [0.092504, 0.223933, -4.309930], [4.351605, -2.074745, 1.784747], [-4.186446, 2.232322, -2.964136], [-4.479620, -1.358235, -3.259320], [0.620283, 0.414461, 7.478432], [-1.042458, -1.187513, 3.625301], [0.879932, -5.163892, -3.406004], [1.756537, -4.122552, 1.855032], [-3.597205, -1.560566, 2.835727], [-3.071917, -3.802379, -4.946879], [-0.941235, 4.308792, 3.740682], [-2.752322, -1.456779, -5.072435], [1.257619, -4.945566, 4.465287], [4.480030, -0.355148, -0.275220], [1.328113, 6.232474, -4.280250], [3.199685, -0.131402, 4.911119], [4.643717, 5.215463, 0.596948], [-3.431726, 3.827336, -0.952456], [-5.744227, -1.211406, -3.824254], [1.674278, 5.290764, -1.760704], [-3.805370, -3.701409, -1.226320], [0.347601, 1.907376, 4.132802], [-3.366731, -0.705831, -3.918339], [-0.659573, -0.005669, -1.098811], [-5.222598, -5.220998, 0.546124], [2.482523, -0.377429, 6.261301], [1.180324, -0.831189, 0.768298], [0.019979, 1.640394, -4.180510], [4.468228, 4.079232, 3.088904], [-0.719752, -4.497927, -1.321646], [1.395821, -0.299625, -4.561475], [-5.564308, 2.113563, -0.639012], [6.270401, -0.200651, 1.836855], [-1.038592, 2.317463, -5.128295], [-0.332549, 2.038015, -7.369590], [5.167440, 0.921230, 5.754457], [5.506670, 4.440015, 3.224798], [2.269367, -3.372599, 1.282546], [1.340214, 7.151115, -3.727924], [-1.917394, -0.835045, -5.465573], [5.002537, 0.752286, 6.831963], [4.741925, -1.301494, -0.750760], [6.330121, 0.868520, 1.961387], [2.377253, 5.943651, -4.393765], [3.946238, 6.044036, 0.794939], [1.175784, 2.579708, 4.328908], [5.694988, 5.378062, 0.851296], [1.902239, -0.608454, 1.611148], [1.912096, 0.331946, -5.279965], [1.583562, -5.977597, 4.285105], [-1.237753, -1.018162, 4.724165], [-0.206246, 1.808464, 5.058006], [-1.370252, 4.241144, 4.779749], [-1.291817, 1.820069, -7.859591], [5.787665, 1.785507, 5.540848], [0.110101, 4.643003, 3.884200], [0.402567, -4.321385, -3.910404], [1.679058, -1.430404, 0.007811], [3.783131, 4.886344, 3.141097], [-3.701441, -4.748911, -1.511500], [-6.209415, 2.851664, -1.019492], [-4.097992, -1.144349, 3.683680], [0.232102, -4.732305, 4.345575], [-3.286832, 3.851924, 0.112957], [-1.813963, 1.593836, -5.463225], [-0.116591, -0.642720, -1.778177], [1.279256, -1.319576, -5.020739], [0.782728, 6.299064, -5.215213], [-1.239476, -5.455532, -1.527559], [-4.166051, 4.552774, -1.209200], [-5.681695, -1.596112, -4.885452], [-0.750281, -4.249528, -0.275335], [3.480679, 0.011836, -0.509246], [3.252898, -0.582515, 7.056064], [-1.276209, -0.303651, 2.976880], [1.921640, -5.296924, -3.768617], [-4.289370, -2.223772, 2.329801], [-3.764583, -3.037252, -2.035727], [-3.440406, -0.717379, 2.163448], [-3.210944, -4.025034, -6.022736], [-6.271005, -5.478669, 0.876453], [5.756573, 0.012845, 5.437164], [-4.910793, -6.068648, -0.093768], [-1.462482, 5.107086, 3.225773], [0.145596, 1.089587, -7.045095], [-1.475922, 3.109201, -4.543940], [-1.452066, -0.567150, -0.523574], [0.286686, -0.617092, 7.372147], [0.862859, 0.661821, 8.484898], [1.848363, -1.255284, 6.134988], [2.456016, 0.014063, 4.084912], [-0.285093, 1.000734, 7.287596], [-2.520133, -4.615687, -4.481953], [6.463725, -0.576714, 2.845828], [-4.588146, -5.194888, 1.414565], [-3.719130, 0.287900, -4.273943], [-1.018319, 0.929433, -1.630674], [1.266771, 6.249281, -1.431762], [-2.599847, -0.536283, -3.176720], [1.431450, 4.520619, -1.013991], [-5.974538, 1.147092, -0.651760], [6.888367, -0.681690, 1.094121], [1.621704, -4.723988, 5.438851], [-0.223626, 1.967816, -3.139992], [1.037926, 2.053485, -4.208284], [-2.456678, 4.040608, -1.389243], [-4.060400, -3.686294, -4.435523], [3.866562, -1.021492, 4.675351], [0.671275, 0.945526, 3.765984], [-6.089346, -0.144206, -3.880584], [5.122121, 0.461997, -0.638455], [2.009092, -0.399059, -3.646295], [-1.221378, -3.855412, -2.067994], [-6.435893, -1.762936, -3.208974], [0.197522, -5.990482, -3.503812], [2.740951, 5.280498, -2.073983], [0.682983, -3.872303, 1.777936], [2.082615, -5.090430, 1.518987], [4.556294, 4.945734, -0.427489], [0.399235, 2.556520, -8.015250], [-3.213525, -3.309915, -0.412001], [-5.382626, 2.455494, 0.394102], [4.226469, 3.206971, 3.654411], [0.298673, -1.387170, 1.198676], [-0.011813, -1.539973, 3.498495], [-3.405627, -1.413543, -5.927656]],
  "forces_ev_per_angstrom": [[1.90, -0.99, -0.46], [-1.28, 0.36, 1.20], [0.63, -0.40, 0.67], [0.16, 1.56, -0.23], [-0.07, 0.97, -0.40], [0.20, -1.09, 0.20], [0.96, 0.53, 1.78], [0.22, 0.13, 0.81], [1.17, 2.17, 0.10], [-0.64, 0.36, -1.11], [-0.28, -0.23, -0.89], [-0.26, 0.21, 1.17], [-0.43, -0.19, -0.47], [-0.16, 1.10, 0.37], [-0.71, -1.24, -0.16], [-1.02, 1.35, 0.38], [-0.23, 0.39, 0.40], [0.19, 0.11, -0.35], [0.08, -0.26, 0.01], [0.05, -1.23, -0.58], [1.07, 0.46, 0.50], [-1.14, -0.69, -0.36], [0.01, 0.02, -0.05], [0.17, -0.34, -0.13], [0.03, 0.14, -0.45], [1.44, 0.12, 0.60], [-0.62, 0.50, -0.41], [-0.10, 0.69, 0.21], [0.60, 0.83, 0.20], [-0.64, 0.80, 0.05], [0.03, -0.27, -0.98], [-0.30, 0.01, 0.77], [1.21, 0.09, 1.36], [0.79, 1.38, 0.12], [2.10, 0.09, -0.74], [0.21, 0.54, 0.11], [0.03, -1.68, 0.70], [-0.27, -0.55, 0.19], [-0.49, -0.67, 0.78], [0.72, -0.86, -0.09], [0.20, 0.80, -1.84], [-0.74, -0.93, -0.75], [-1.28, -1.01, 1.48], [-0.62, 1.31, -0.82], [-1.28, 0.82, -0.32], [-0.73, 0.63, 0.44], [-1.66, -0.63, -0.62], [0.70, 0.50, -0.16], [-0.47, -0.38, 1.20], [-0.19, 0.31, 0.62], [0.85, 0.10, -1.58], [-0.05, -1.24, -1.33], [-0.34, -0.80, -0.08], [2.46, 1.04, 1.05], [-0.71, -0.54, 0.92], [1.03, -1.18, 0.25], [1.23, -0.53, 0.04], [0.00, -1.41, -0.75], [-0.54, -0.40, -0.23], [0.44, 0.28, -0.46], [-0.47, 0.47, 0.37], [-0.11, -0.32, 0.67], [-0.23, 0.55, -0.31], [-0.20, 0.00, 0.05], [0.15, 0.43, -0.74], [-0.17, -0.09, -0.45], [0.47, -0.21, 0.17], [0.36, -0.14, -0.13], [-0.30, 0.14, 0.11], [-0.92, -0.01, -0.95], [0.22, 0.11, -0.12], [-0.37, 0.23, -0.39], [0.04, -0.01, -1.19], [-0.38, -0.07, -0.03], [0.23, -0.50, -1.09], [0.17, 0.12, -0.05], [-0.11, 0.20, 0.26], [-0.53, 0.00, -0.15], [0.22, 0.22, 0.12], [-0.11, 0.01, -0.18], [-0.75, 0.92, 1.17], [0.64, 0.20, 0.02], [-0.78, 0.79, -1.12], [0.13, -0.12, 1.07], [-1.21, 0.04, -0.20], [-0.07, -0.35, 0.62], [0.29, 0.23, 0.65], [0.12, -0.26, -0.32], [-0.02, 0.94, 0.52], [0.07, -0.05, -0.04], [0.39, 0.09, 0.60], [-0.60, 0.53, -0.54], [-0.65, 0.19, 0.89], [-0.57, 0.50, 0.26], [-0.14, -0.44, -0.04], [-0.72, 0.11, -0.52], [0.24, -0.57, 0.82], [-0.90, -0.28, 0.02], [-0.14, -0.28, -0.04], [-0.21, 0.94, -1.20], [0.54, -0.06, -0.13], [0.13, 0.37, 0.36], [1.03, 0.44, -0.25], [-0.48, 0.66, 0.01], [-0.03, 0.61, 0.01], [-0.20, -0.28, -0.52], [-0.30, 0.16, -0.34], [-0.42, 0.39, -0.03], [0.59, 0.66, -0.83], [0.36, -0.23, 0.06], [0.34, -0.25, 1.12], [-0.03, -0.04, 0.06], [0.81, -0.31, 0.80], [0.22, 0.29, -0.47], [-0.30, -0.46, -0.10], [0.09, -0.40, -0.20], [0.39, 0.51, 0.27], [0.30, -0.42, 0.22], [0.00, -1.39, 0.64], [0.37, 0.03, -0.10], [0.09, -0.07, 0.43], [0.42, 0.17, -0.13], [-0.44, -1.26, -0.18], [0.39, 0.16, -0.12], [-0.17, 0.24, 1.16], [-0.33, -0.75, -0.42], [-0.24, 0.19, -0.91], [-0.13, 0.16, -0.35], [0.60, -0.17, -0.50], [-0.90, 0.78, 0.14], [0.04, -0.08, -0.19], [0.44, -0.63, 0.12], [0.13, -0.34, 0.57], [-0.32, 0.13, -0.24], [0.72, 0.54, 0.68], [-0.23, -0.40, -0.02], [0.21, -0.75, -0.18], [-0.77, 0.10, 0.38], [0.26, -0.59, 0.01], [-0.16, -0.52, -0.04], [0.09, 0.00, -1.03], [-0.65, -0.42, -0.20], [0.90, -0.41, 0.18], [0.14, -0.53, -0.18], [-0.25, -0.38, 0.74], [0.93, 0.28, -0.45], [-0.17, 0.17, 0.12], [-0.74, -1.09, -0.44]],
  "mulliken_charge": [0.856, 1.021, 0.539, 0.403, 1.109, 0.433, 0.930, 0.977, 0.852, 0.189, -0.121, -0.471, -0.664, -0.421, -0.520, -0.709, -0.330, -0.721, -0.707, -0.222, -0.012, -0.702, 0.280, -0.789, -0.738, 0.050, -0.857, 0.574, -0.865, -0.318, -0.870, -0.617, -1.049, -0.664, -1.108, -0.727, -1.291, 0.590, -1.155, -0.972, -0.892, -1.123, 0.208, -0.235, 0.601, -0.072, -1.037, -0.517, 0.860, -0.290, -0.663, -0.255, -0.861, -1.333, -1.260, -0.495, -0.587, -0.883, 0.355, 0.115, 0.393, 0.061, 0.251, 0.452, 0.279, 0.383, 0.371, 0.633, 0.376, -0.823, 0.444, 0.403, 0.535, 0.408, 0.283, 0.248, 0.310, 0.285, 0.060, 0.607, 0.405, 0.396, 0.434, 0.457, 0.210, 0.351, 0.217, 0.089, 0.172, 0.364, 0.589, 0.428, 0.335, -0.171, -0.258, 0.275, -0.134, 0.372, 0.226, -0.394, 0.158, 0.275, 0.345, 0.306, 0.306, 0.363, 0.189, 0.413, 0.200, 0.365, 0.280, 0.356, -1.049, 0.247, 0.170, 0.350, 0.342, 0.626, -0.685, 0.453, -0.832, 0.252, 0.336, 0.395, 0.444, -0.125, 0.599, 0.099, 0.180, 0.438, -0.933, 0.186, 0.419, 0.142, -0.047, 0.262, 0.419, 0.362, -0.344, 0.655, 0.260, 0.275, -0.022, 0.357, -0.103, -0.630, -0.634, 0.440],
  "lumo_energy_ha": 0.008,
  "homo_energy_ha": -0.29977,
  "fmax_ev_per_a": 2.9,
  "spin_multiplicity": 1,
  "orbital_gap_ev": 8.38,
  "e_tot_ha": -6458.4332
}

***

{
  "formula": "C5H8S5",
  "method": "ωB97M-V/def2-TZVPD",
  "elements": ["S", "S", "S", "S", "S", "C", "C", "C", "C", "C", "H", "H", "H", "H", "H", "H", "H", "H"],
  "xyz": [[-3.477058, 1.054085, 1.245116], [-3.585601, -1.936913, 1.058205], [-2.856408, 2.081674, -0.378612], [3.596630, -0.694449, -1.427043], [1.475463, 1.190082, 0.110898], [1.783261, -0.552890, 0.534036], [-0.277807, 1.251226, 0.383425], [-3.656630, -0.467889, 0.346769], [2.039597, -1.314299, -0.752670], [-1.149809, 1.872848, -0.445607], [-3.597109, -0.416282, -0.784657], [2.645071, -0.448386, 1.061101], [2.279998, -2.398450, -0.441440], [-0.526530, 0.846958, 1.381428], [4.133523, -0.458598, -0.223882], [1.160913, -1.042330, -1.404670], [0.892826, -0.909899, 1.083293], [-0.880330, 2.343513, -1.345691]],
  "forces_ev_per_angstrom": [[-0.30, -0.85, -0.70], [-0.38, 0.94, -0.32], [-0.71, 1.07, 0.12], [0.23, 0.16, -0.69], [-0.80, 0.74, -0.16], [-2.85, 0.65, -1.71], [-0.42, 0.53, -0.10], [0.92, -1.46, -0.06], [0.08, -1.00, 1.12], [1.05, -1.36, 1.79], [-0.38, 0.42, 1.40], [2.22, -0.49, 2.20], [-1.22, 1.33, -1.05], [-0.47, 0.15, -0.81], [0.19, -0.04, -0.09], [1.12, -1.12, 0.19], [0.73, -0.04, 0.00], [0.98, 0.38, -1.14]],
  "mulliken_charge": [-0.023, -0.188, -0.078, -0.184, -0.024, -0.931, -0.340, -0.130, -0.412, -0.198, 0.305, 0.477, 0.293, 0.360, 0.098, 0.345, 0.332, 0.297],
  "lumo_energy_ha": -0.025,
  "homo_energy_ha": -0.30555,
  "fmax_ev_per_a": 3.4,
  "spin_multiplicity": 1,
  "smiles": "S=CSS/C=C/SCCS",
  "orbital_gap_ev": 7.62,
  "e_tot_ha": -2186.1723
}

***

{
  "formula": "C6H14N5O2",
  "method": "ωB97M-V/def2-TZVPD",
  "elements": ["O", "O", "N", "N", "N", "N", "N", "C", "C", "C", "C", "C", "C", "H", "H", "H", "H", "H", "H", "H", "H", "H", "H", "H", "H", "H", "H"],
  "xyz": [[-0.550293, 2.211540, 0.888327], [0.073311, -0.441254, 1.715964], [1.359821, 1.830835, -0.501944], [0.728620, -1.494374, -3.607462], [-1.178448, -1.990412, 0.502846], [0.266633, -0.267897, -1.661801], [-0.959040, -2.142841, -2.136069], [-0.629229, 0.048556, -0.626889], [0.202940, 1.660860, -0.020127], [-0.048229, -1.291355, -2.510553], [-0.562996, -0.873676, 0.598384], [-0.295680, 3.507030, 1.427720], [0.505544, -1.295683, 2.777698], [1.794291, 2.729863, -0.184969], [-1.241313, 4.159892, 1.173781], [-1.332374, -2.251483, -1.220667], [1.080676, 0.287489, -1.774244], [-1.250974, -2.508943, 1.432161], [1.207668, -0.494169, 3.262015], [-1.548456, 0.429359, -0.861614], [1.248091, -0.790965, -3.909186], [-0.472181, -1.548763, 3.255112], [0.778458, 3.785774, 1.185857], [-0.495313, 3.380633, 2.589584], [-1.343237, -2.939557, -2.700499], [1.148125, -2.050204, 2.257184], [0.681462, -2.296445, -4.187876]],
  "forces_ev_per_angstrom": [[-0.71, -0.34, -0.46], [-0.44, 1.62, -2.93], [-0.74, 1.45, 0.58], [-3.21, -2.32, 2.50], [-0.20, -0.38, 1.88], [-1.85, -2.55, -1.90], [-1.61, -2.40, -2.71], [4.98, 3.85, 4.11], [-0.31, -3.48, -1.16], [2.13, 0.17, 0.35], [-0.62, -0.99, 1.18], [-1.42, 0.59, 2.39], [0.78, 1.79, -0.88], [-0.22, -1.07, -0.40], [2.52, -0.75, -0.27], [-0.09, 0.70, 1.89], [1.01, 0.84, -0.01], [0.42, 0.70, -1.65], [-1.49, -2.18, 0.16], [-2.55, 0.24, -0.87], [2.76, 3.68, -1.62], [1.55, -0.54, 0.58], [-1.76, 0.44, 0.41], [1.08, 0.22, -2.26], [1.13, 1.50, 0.05], [-0.82, -0.11, 1.20], [-0.32, -0.65, -0.16]],
  "mulliken_charge": [-0.201, -0.335, -0.700, -0.351, -0.708, -0.127, -0.224, -0.398, 0.639, 0.573, 0.647, -0.647, -0.817, 0.211, 0.239, 0.164, 0.216, 0.242, 0.241, 0.385, 0.178, 0.389, 0.349, 0.235, 0.274, 0.337, 0.189],
  "lumo_energy_ha": -0.088,
  "homo_energy_ha": -0.49345,
  "fmax_ev_per_a": 7.5,
  "spin_multiplicity": 1,
  "total_charge": 1,
  "orbital_gap_ev": 11.03,
  "e_tot_ha": -660.9695
}